Below is 6 unconnected molecules or ions with the total composition C5H24N2O6, with properties calculated with ωB97M-V/def2-TZVPD.

Each line ends with the Löwdin charge.
Cartesian coordinates (Å):
O 1.20902 -2.16506 -2.40467  -0.048
O 0.19544 0.16597 -3.28119  -0.104
O 2.29314 1.32442 0.85151  -0.086
O 2.73189 -0.90902 -0.58208  -0.081
O 1.33383 0.78627 3.28752  -0.060
O -0.84899 -3.14957 -1.05789  -0.083
N 0.20122 2.40913 0.82200  -0.020
N -1.58186 -0.47257 -0.95219  0.030
C -0.78195 0.16630 0.16076  -0.325
C -0.82735 1.70529 0.02311  -0.158
C -2.78228 -0.02743 1.78334  -0.082
C -1.30375 -0.36292 1.50306  -0.186
C 1.54979 2.39589 0.28809  -0.234
H 2.35696 0.59173 0.27421  -0.004
H 2.14430 -1.34585 -1.28398  0.025
H 1.59174 2.30914 -0.82149  0.143
H 2.08238 3.24342 0.66878  0.106
H 3.12667 -1.62161 -0.04793  0.068
H -3.51094 -0.49944 1.01998  0.097
H -2.56641 -0.22684 -0.92247  0.078
H 0.13878 2.11285 1.74883  0.058
H -0.71581 2.01880 -0.99488  0.102
H -1.13700 -1.38205 1.57680  0.077
H 1.50705 -2.80122 -2.98831  0.044
H -0.66255 -3.46236 -0.15799  0.065
H 0.71433 -0.62965 -2.97645  0.004
H 1.74455 0.90386 2.42441  -0.020
H 1.96983 1.18211 3.86583  0.027
H -3.10098 -0.40479 2.78639  0.089
H 0.32614 0.17070 -4.25898  0.062
H -0.73509 0.12380 2.27599  0.082
H 0.21573 -0.20297 0.00311  0.111
H -1.79193 2.09282 0.32912  0.105
H -1.32970 -2.27645 -0.96257  0.024
H -1.21987 -0.18472 -1.86197  0.048
H -2.95993 0.95501 1.76172  0.006
H 0.42362 -2.53298 -1.89956  0.039

Summary:
HOMO   -8.43 eV
Structure (SMILES)   CC[C@@H](N)CNCO.O.O.O.O.O
Kohn-Sham gap   0.322 hartree